A cluster of 9 separate species, C16H48BF4O13 in total at a distorted geometry. Source: the OMol25 dataset; level of theory: ωB97M-V with the def2-TZVPD basis set.

Values from the calculation:
molecular weight = 535.35 g mol⁻¹
Kohn-Sham gap = 9.40 eV
charge = -1

Last column: Löwdin charge in e.
Cartesian coordinates (Å):
B (0.96, 0.11, -0.02)  -1.219
F (0.06, -0.75, -0.69)  0.110
F (1.59, 0.90, -1.03)  0.080
F (0.25, 0.97, 0.81)  0.148
F (1.86, -0.66, 0.71)  0.147
O (2.21, 3.44, -0.09)  -0.059
H (1.66, 3.80, 0.63)  -0.002
H (1.82, 2.57, -0.27)  -0.003
C (2.37, 1.46, -4.44)  -0.216
C (1.20, 0.47, -4.40)  -0.245
O (1.44, -0.50, -3.40)  -0.073
O (2.08, 2.55, -5.35)  -0.088
H (3.23, 0.94, -4.87)  0.118
H (2.49, 1.88, -3.45)  0.117
H (1.15, -0.06, -5.35)  0.115
H (0.24, 0.95, -4.22)  0.118
H (1.06, -0.22, -2.55)  0.044
H (1.73, 2.19, -6.16)  0.068
C (4.08, -1.61, -1.40)  -0.244
C (5.40, -2.28, -1.69)  -0.271
O (6.40, -1.90, -0.77)  -0.064
O (4.24, -0.23, -1.70)  -0.069
H (3.88, -1.71, -0.32)  0.110
H (3.26, -2.06, -1.97)  0.122
H (5.69, -2.09, -2.73)  0.117
H (5.24, -3.36, -1.66)  0.117
H (6.44, -0.93, -0.80)  0.081
H (3.40, 0.24, -1.58)  0.050
C (-0.88, 0.04, 4.33)  -0.253
C (-0.43, 1.41, 3.84)  -0.269
O (-1.44, 1.99, 3.03)  -0.072
O (0.05, -0.50, 5.25)  -0.063
H (-1.03, -0.59, 3.45)  0.110
H (-1.88, 0.18, 4.74)  0.122
H (0.54, 1.31, 3.34)  0.119
H (-0.17, 2.06, 4.70)  0.119
H (-0.95, 2.66, 2.53)  0.029
H (0.89, -0.48, 4.79)  0.053
C (-0.86, 4.44, 0.82)  -0.219
C (-2.29, 4.75, 1.22)  -0.249
O (-2.45, 6.14, 1.45)  -0.060
O (0.00, 4.30, 1.95)  -0.071
H (-0.55, 5.25, 0.15)  0.132
H (-0.84, 3.50, 0.26)  0.105
H (-2.56, 4.14, 2.09)  0.116
H (-2.98, 4.40, 0.43)  0.112
H (-3.37, 6.31, 1.63)  0.083
H (-0.14, 5.08, 2.50)  0.107
C (2.35, -3.88, 3.35)  -0.249
C (1.53, -2.68, 3.76)  -0.265
O (0.61, -2.34, 2.73)  -0.052
O (3.20, -3.58, 2.25)  -0.060
H (1.71, -4.71, 3.06)  0.121
H (2.94, -4.22, 4.21)  0.114
H (2.18, -1.81, 3.96)  0.118
H (1.04, -2.82, 4.72)  0.115
H (1.14, -1.86, 2.07)  0.062
H (3.93, -3.04, 2.56)  0.086
C (-3.31, 2.11, -2.45)  -0.058
C (-2.31, 1.36, -1.60)  -0.487
C (-2.85, 0.99, -0.22)  -0.044
O (-1.93, 0.18, -2.30)  -0.057
H (-4.27, 1.58, -2.51)  0.077
H (-3.00, 2.22, -3.49)  0.076
H (-3.55, 3.06, -1.96)  0.069
H (-1.44, 2.01, -1.45)  0.127
H (-2.23, 0.26, 0.28)  0.070
H (-3.89, 0.67, -0.29)  0.079
H (-2.83, 1.85, 0.46)  0.062
H (-1.22, -0.24, -1.79)  0.040
C (-4.37, -4.80, -0.50)  -0.071
C (-3.43, -3.81, -1.20)  -0.497
C (-3.11, -2.65, -0.31)  -0.056
O (-2.28, -4.59, -1.56)  -0.055
H (-4.41, -5.73, -1.07)  0.073
H (-5.41, -4.48, -0.45)  0.074
H (-3.97, -5.12, 0.47)  0.080
H (-3.91, -3.46, -2.12)  0.135
H (-4.06, -2.14, -0.11)  0.085
H (-2.53, -1.86, -0.78)  0.051
H (-2.70, -2.95, 0.66)  0.093
H (-1.73, -4.03, -2.11)  0.088



A structure of composition C15H20IOV at a distorted geometry. Source: the OMol25 dataset; level of theory: ωB97M-V with the def2-TZVPD basis set.

Values from the calculation:
molecular weight = 394.17 g mol⁻¹
2S+1 = 2
Kohn-Sham gap (spin up / spin down) = 3.93 / 4.29 eV
charge = -1
<S²> = 0.810

Last column: natural (NBO) charge in e.
Cartesian coordinates (Å):
V (-0.06, 1.09, 1.25)  0.793
C (-1.71, 0.97, 2.86)  -0.328
C (-2.34, 1.07, 1.57)  -0.308
C (-2.05, -0.14, 0.84)  -0.309
H (-2.95, 1.90, 1.24)  0.240
C (-1.27, -1.00, 1.68)  -0.304
C (-1.06, -0.31, 2.94)  -0.297
H (-0.63, -0.73, 3.84)  0.221
H (-1.78, 1.69, 3.67)  0.241
H (-2.46, -0.42, -0.12)  0.227
H (-1.00, -2.02, 1.45)  0.225
C (2.19, 1.47, 1.72)  -0.291
C (1.79, 0.59, 2.77)  -0.329
C (1.55, -0.70, 2.21)  -0.239
H (1.82, 0.84, 3.83)  0.228
C (1.69, -0.61, 0.79)  -0.310
C (2.08, 0.75, 0.47)  -0.364
H (2.42, 1.09, -0.49)  0.236
H (2.62, 2.45, 1.85)  0.250
H (1.45, -1.63, 2.78)  0.217
H (1.74, -1.45, 0.11)  0.218
O (-0.77, 1.96, -0.44)  -0.633
C (0.14, -1.44, -2.99)  -0.040
C (-0.67, -0.18, -3.02)  -0.449
C (-0.45, -2.35, -2.04)  -0.640
C (1.54, -1.10, -3.05)  -0.647
C (-0.99, 1.50, -1.67)  -0.048
H (-1.78, -0.36, -3.07)  0.182
H (-0.34, 0.52, -3.82)  0.185
H (-0.49, 2.12, -2.49)  0.140
H (-2.10, 1.30, -1.90)  0.134
H (-0.52, -3.44, -2.33)  0.194
H (-1.45, -1.99, -1.77)  0.214
H (0.18, -2.26, -1.15)  0.204
H (2.13, -1.44, -3.94)  0.201
H (1.99, -1.47, -2.15)  0.198
H (1.60, 0.00, -3.04)  0.220
I (-0.07, 3.77, 1.60)  -0.432